This record from OMol25 describes 15 unconnected molecules or ions with the total composition C70H181N11O24. The level of theory is the ωB97M-V functional and the def2-TZVPD basis.

Structure (XYZ):
```
286
Properties=species:S:1:pos:R:3:forces:R:3:mulliken_charge:R:1
C -0.0585 -2.5027 0.4884 -0.644 -0.539 0.367 -0.06
C -0.4446 -1.3495 -0.3991 1.565 1.454 0.870 2.14
C 0.4916 -0.1334 -0.2286 -1.560 -0.634 0.931 -0.99
O -0.0114 0.9506 -0.9811 0.875 1.069 -0.157 0.82
C 0.8757 2.0951 -0.8331 -0.905 -0.706 -0.049 0.08
N -0.3705 -1.7298 -1.7475 -0.085 -0.792 -1.733 1.27
H 0.8882 -2.9883 0.2518 0.157 0.322 -0.249 -1.17
H -0.8362 -3.2474 0.3185 0.050 -0.402 0.190 0.05
H -0.0857 -2.2831 1.5557 0.064 0.257 0.009 0.47
H -1.4712 -1.0424 -0.1996 -0.148 0.309 0.788 -0.77
H 1.5104 -0.3726 -0.5334 0.215 -0.185 0.006 -0.03
H 0.4125 0.0745 0.8384 0.630 0.477 0.232 0.24
H 0.8303 2.4746 0.1877 0.108 -0.067 0.211 -0.23
H 0.5450 2.8937 -1.4972 -0.070 -0.183 -0.142 -0.22
H 1.8971 1.8046 -1.0791 0.156 -0.001 -0.047 -0.06
H -1.1529 -2.3545 -1.8811 -0.282 -0.364 -0.662 -0.97
H -0.6322 -0.9022 -2.2640 0.093 0.190 -0.569 -0.55
C 2.3806 3.3339 5.1336 0.682 -0.400 0.011 -1.08
C 0.8898 3.3245 4.8788 0.289 0.286 -0.166 0.75
C 0.2149 4.6432 5.1918 1.034 1.076 1.000 -0.47
O 0.5054 5.1062 6.5330 -0.865 -0.948 0.805 -0.47
C -0.0364 4.2376 7.5655 0.272 0.307 -0.310 -0.71
N 0.6591 2.9292 3.4834 -0.519 -0.824 1.006 1.00
H 2.6171 3.5450 6.1765 0.012 0.283 -0.121 0.46
H 2.9753 3.9523 4.4612 -0.288 0.622 0.081 -0.02
H 2.7932 2.3481 4.9190 -0.202 -0.343 0.130 0.14
H 0.5139 2.6120 5.6130 -0.443 -0.511 -0.433 0.43
H -0.8566 4.6569 4.9923 -0.248 -0.326 0.103 0.49
H 0.6577 5.4370 4.5901 -0.006 -0.052 -0.236 -0.09
H -0.1100 4.6955 8.5520 0.077 0.919 -0.366 0.31
H 0.6107 3.3911 7.7950 0.084 -0.359 -0.563 0.24
H -1.0443 3.9065 7.3150 -0.014 -0.176 -0.198 0.30
H 1.1521 3.5487 2.8562 0.149 0.176 -0.077 -0.88
H -0.3263 3.0122 3.2779 -0.195 -0.102 -0.136 0.03
C 3.9581 -2.6518 0.3343 0.614 -0.862 0.210 0.90
C 5.1057 -2.3974 -0.6007 -0.046 1.474 -1.724 -0.29
O 6.2516 -1.7842 -0.0100 -0.550 -0.241 0.977 -0.59
H 3.4614 -1.7752 0.7501 0.546 0.152 0.152 -0.59
H 4.3623 -3.3291 1.0867 -0.638 -0.026 0.515 0.30
H 3.1897 -3.1425 -0.2631 0.041 -0.359 0.059 -0.51
H 4.6529 -1.7388 -1.3419 0.300 0.617 -0.376 0.16
H 5.3925 -3.2385 -1.2319 -0.004 -0.623 0.538 0.13
H 6.9500 -1.5746 -0.6344 -0.293 -0.196 -0.343 0.37
C 3.4455 0.7613 2.2123 -0.017 -0.154 0.259 1.34
C 2.7488 -0.1219 3.2540 1.520 0.261 -0.363 -0.79
O 1.3866 0.0460 3.1727 -1.217 -0.978 0.172 -0.31
H 3.1323 1.7939 2.3664 -0.032 0.033 0.017 -0.88
H 3.1404 0.4741 1.2061 -0.062 -0.049 0.042 -0.79
H 4.5337 0.7273 2.2661 0.014 -0.136 0.101 0.64
H 3.1563 0.0812 4.2443 -0.060 0.344 0.336 0.35
H 3.0026 -1.1725 3.1123 -0.188 -0.202 -0.364 0.25
H 1.1319 0.8860 3.5615 -0.135 0.797 -0.189 0.07
C -3.2081 -7.2856 2.0817 0.534 -0.171 1.629 -1.12
C -1.9753 -6.4423 2.4894 -0.598 -0.207 -0.802 0.35
O -1.6948 -5.5282 1.4286 1.301 -0.587 0.674 -0.02
H -3.2527 -8.1677 2.7203 -0.138 -0.043 0.308 0.46
H -3.1808 -7.7134 1.0795 0.097 0.688 -0.150 0.27
H -4.0873 -6.6847 2.3139 -0.203 -0.242 -0.587 0.15
H -1.1377 -7.0795 2.7733 0.481 -0.084 -0.909 0.13
H -2.0991 -5.8832 3.4169 -0.736 0.146 0.176 -0.12
H -2.5516 -5.1587 1.2026 -0.588 0.344 -0.214 -0.04
C -2.9269 3.0423 1.8883 0.083 -0.152 0.205 -1.51
C -1.8917 3.6987 1.0340 0.723 2.196 -1.464 3.34
O -2.0266 5.1507 0.9516 -1.566 -0.768 1.097 -0.78
H -3.9139 2.8694 1.4592 0.020 0.556 -0.296 0.15
H -3.0123 3.6483 2.7902 -0.196 -0.272 0.235 0.45
H -2.5732 2.0348 2.1073 0.143 -0.040 0.388 0.34
H -1.9059 3.4095 -0.0168 0.017 -0.838 0.029 -0.85
H -0.8846 3.5866 1.4356 0.027 -0.758 0.043 -1.58
H -1.2821 5.5073 0.4614 0.622 0.136 -0.296 0.41
C 5.8844 8.4057 2.4704 -0.619 -0.313 -0.019 -0.55
O 6.4187 7.6195 1.4216 0.544 -0.141 -0.103 -0.34
C 6.0536 7.9630 0.0901 -0.190 -0.667 -0.612 -0.42
C 6.6064 6.9098 -0.8843 0.290 -0.886 1.154 -0.96
N 5.8187 5.6291 -0.9817 0.639 1.550 -1.184 0.08
C 6.5392 4.6884 -1.8646 -1.396 -0.347 1.069 -1.27
C 5.7300 3.3748 -1.8715 1.157 -1.294 0.366 0.44
O 5.9483 2.6429 -0.6562 0.382 0.462 0.973 -0.52
C 5.3652 1.3592 -0.4819 -0.072 0.484 -0.140 -0.17
H 4.8880 8.0192 2.6846 -0.599 0.613 -0.252 0.06
H 5.9314 9.4757 2.2679 -0.334 0.047 -0.225 0.33
H 6.3583 8.2693 3.4425 0.871 -0.395 -0.413 0.27
H 6.4025 8.9515 -0.2086 0.361 0.162 0.233 0.52
H 4.9814 7.9733 -0.1057 -0.490 0.026 0.570 0.12
H 7.5999 6.6371 -0.5284 0.396 0.135 0.203 0.44
H 6.8036 7.3493 -1.8620 -0.629 -0.100 -0.189 0.50
H 5.7117 5.1989 -0.0741 0.335 0.066 0.215 0.06
H 7.5656 4.5301 -1.5335 0.167 -0.450 0.314 0.47
H 6.6731 5.0899 -2.8691 -0.593 0.101 -0.122 0.53
H 6.1737 2.7221 -2.6234 -0.450 0.050 -0.751 0.47
H 4.6492 3.4842 -1.9613 0.089 0.418 -0.483 -0.43
H 5.5724 0.6678 -1.2987 0.250 0.018 -0.240 0.41
H 4.2834 1.3858 -0.3512 -0.285 0.340 -0.248 -0.30
H 5.7412 0.9338 0.4486 0.306 0.139 -0.235 0.37
C -2.4130 2.1882 -7.7545 -0.966 0.915 0.821 -1.07
O -1.7576 1.5793 -6.6703 0.611 -0.610 -0.542 0.22
C -0.8828 0.5739 -7.1495 -0.005 -0.638 -0.172 -1.52
C 0.0940 0.1574 -6.0762 -0.318 0.260 -0.010 1.26
N 1.1136 1.1597 -5.9081 1.493 -0.420 0.284 -0.40
C 1.8076 0.9613 -4.6173 -0.648 3.036 0.144 -0.02
C 2.8527 2.1436 -4.3192 0.599 -0.981 -1.151 -0.36
O 2.2971 3.4385 -4.5582 -0.295 0.384 0.260 -0.18
C 3.1868 4.5408 -4.3040 0.267 -0.516 1.020 -0.77
H -3.1397 2.8229 -7.2474 -0.016 0.443 -0.375 0.23
H -3.0147 1.5352 -8.3868 0.265 -0.569 -0.035 0.36
H -1.7414 2.7838 -8.3727 0.119 0.006 -0.032 0.32
H -0.3599 0.8945 -8.0506 0.391 0.481 0.040 0.43
H -1.4655 -0.2664 -7.5268 -0.317 -0.391 0.297 0.49
H 0.5365 -0.8184 -6.2766 0.214 0.080 -0.417 0.11
H -0.4388 -0.0100 -5.1401 -0.575 0.044 0.375 -0.67
H 0.7330 2.0952 -5.9181 -0.191 0.063 -0.002 0.37
H 2.0997 -0.0792 -4.4753 0.740 0.274 -0.161 0.11
H 1.0482 1.1690 -3.8634 -0.261 -0.398 0.673 -0.20
H 3.7316 2.0796 -4.9607 0.094 -0.354 -0.446 0.65
H 3.2919 2.0425 -3.3267 -0.497 0.045 0.514 -0.10
H 3.4855 4.5902 -3.2569 -0.154 -0.390 0.407 0.00
H 2.7475 5.5297 -4.4353 -0.570 -0.430 -0.730 0.40
H 4.1492 4.4895 -4.8131 -0.141 -0.246 -0.656 0.38
C -1.0133 9.4789 -3.3383 0.014 -0.552 0.131 -0.79
O -0.1702 8.3277 -3.2003 0.118 0.169 1.068 -0.35
C 0.1091 8.0129 -1.8149 0.251 -0.116 -0.524 -1.13
C 0.3897 6.4956 -1.6220 -0.619 1.152 -0.659 0.80
N 0.4054 6.0981 -0.2063 0.195 -0.559 -1.226 0.66
C 1.3083 6.8550 0.6204 0.065 -0.504 1.219 -1.07
C 1.4358 6.0989 1.9902 -0.238 2.338 -1.090 -1.00
O 1.9561 4.8274 1.8191 0.904 -1.548 -0.699 0.33
C 3.3667 4.7652 1.5324 0.296 0.419 1.100 -1.13
H -2.0194 9.2045 -3.0213 -0.329 -0.042 -0.399 0.30
H -0.9522 9.8023 -4.3774 -0.244 -0.197 0.069 0.27
H -0.7795 10.3413 -2.7141 0.715 -0.046 0.195 0.34
H -0.6917 8.3693 -1.1669 -0.553 -0.417 -0.009 0.49
H 0.9545 8.6151 -1.4823 0.420 -0.001 -0.159 0.38
H 1.3047 6.1893 -2.1290 0.471 0.380 -0.035 0.10
H -0.3823 5.9422 -2.1566 -0.352 -0.041 0.242 -0.44
H 0.8352 5.1871 -0.2802 -0.241 -0.638 0.453 -0.46
H 0.8821 7.8550 0.7001 0.346 0.077 0.530 0.87
H 2.3344 6.9026 0.2556 0.151 0.328 -0.592 0.13
H 0.4360 6.0693 2.4232 0.091 -0.487 0.164 0.25
H 2.1026 6.6972 2.6111 0.015 0.076 0.381 0.51
H 3.8329 3.7913 1.6815 -1.005 -0.636 -0.590 0.27
H 3.9021 5.2552 2.3456 0.011 0.959 -0.070 0.46
H 3.6607 5.1759 0.5665 -0.247 0.010 -0.003 0.04
C 1.7695 -5.1123 2.9498 -0.491 -0.733 -0.608 -0.64
O 3.1514 -5.2504 3.2610 0.484 0.243 2.051 -0.24
C 3.4193 -5.7042 4.5717 0.395 1.134 -0.873 -0.43
C 3.1663 -7.2553 4.6531 0.436 -2.417 0.375 -0.64
N 3.6249 -7.8672 5.9036 -0.296 3.887 -0.647 0.00
C 3.2066 -7.1994 7.1328 -0.133 -2.107 1.410 -0.28
C 4.1168 -7.6675 8.2537 0.044 0.395 0.600 -0.83
O 5.2602 -6.8761 8.1392 0.693 1.070 -0.219 -0.29
C 6.0798 -6.7007 9.3031 0.020 -0.790 -0.147 -0.77
H 1.6151 -5.9680 2.2924 -0.909 -0.213 0.207 0.27
H 1.4788 -4.2596 2.3362 0.869 0.390 0.067 -0.07
H 1.1378 -5.0641 3.8368 0.031 -0.363 0.040 0.54
H 2.9277 -5.1693 5.3844 -0.861 0.002 -0.301 0.49
H 4.4699 -5.4964 4.7746 0.226 -0.409 -0.332 0.37
H 3.7315 -7.7097 3.8394 0.005 0.054 -0.015 0.40
H 2.1432 -7.6181 4.5538 -0.445 0.894 -0.201 0.30
H 4.6220 -8.0242 5.9393 0.442 -0.621 -0.071 0.40
H 2.1866 -7.4586 7.4168 -0.306 -0.244 -0.490 0.38
H 3.2280 -6.1134 7.2241 0.293 0.314 -1.060 0.23
H 4.3881 -8.7217 8.1993 -0.207 -0.310 -0.098 0.40
H 3.5920 -7.5020 9.1946 0.030 0.015 0.240 0.49
H 6.3577 -7.7001 9.6376 0.160 0.058 0.398 0.32
H 5.5904 -6.1451 10.1030 -0.348 -0.087 -0.069 0.31
H 6.9901 -6.1591 9.0460 -0.231 -0.075 -0.366 0.25
C -2.6113 -2.1815 3.2100 -0.696 0.435 -0.977 0.18
O -2.6073 -2.3454 4.5762 0.051 -0.744 1.620 -0.40
C -3.4276 -3.3913 5.0649 0.319 -1.021 -0.655 0.26
C -3.4134 -3.4406 6.5391 -0.965 2.016 1.183 -1.07
N -4.4427 -2.4853 7.1343 1.730 -0.525 -0.502 -0.30
C -4.1304 -2.2640 8.5411 -1.341 0.249 0.471 -0.62
C -5.2794 -1.4506 9.1880 0.601 -1.184 0.115 -0.70
O -6.3500 -2.3826 9.4152 0.653 0.851 -0.573 -0.31
C -7.5150 -1.7735 9.8886 -1.049 -0.534 0.015 -0.76
H -1.8021 -1.5152 2.9113 -0.017 0.021 0.184 0.14
H -3.5687 -1.7268 2.9554 -0.133 0.244 -0.529 0.25
H -2.5304 -3.1029 2.6333 0.189 -0.386 0.067 -0.17
H -3.0314 -4.3785 4.8271 0.566 -0.158 -0.895 -0.17
H -4.4453 -3.4484 4.6787 -0.237 0.750 -0.254 0.22
H -2.4181 -3.0893 6.8114 -0.001 0.188 0.334 0.39
H -3.4672 -4.4690 6.8962 -0.435 -0.158 0.173 0.44
H -5.3357 -2.9523 7.2022 -0.263 -0.233 -0.546 0.27
H -3.1902 -1.7455 8.7287 0.126 -0.185 -0.339 0.42
H -4.1608 -3.2736 8.9510 0.536 0.107 1.083 0.37
H -5.5168 -0.6196 8.5239 -0.479 -0.041 -0.182 0.34
H -4.9974 -1.0277 10.1522 0.230 0.027 0.150 0.46
H -7.3860 -1.1621 10.7817 0.313 0.014 0.140 0.30
H -8.1983 -2.5924 10.1134 0.014 0.004 0.287 0.26
H -8.0546 -1.1832 9.1480 0.314 0.314 -0.341 0.31
C -6.8557 4.0441 0.2663 -1.117 0.309 -0.184 -0.70
O -7.2467 4.2445 -1.1051 1.371 -1.323 0.187 -0.42
C -6.5102 3.4266 -2.0435 0.668 1.017 -0.660 -0.79
C -5.1116 3.9874 -2.3728 -0.854 -0.014 -0.421 0.66
N -5.1995 5.3263 -2.9475 1.077 0.255 -0.027 -0.49
C -3.8454 5.9316 -3.0949 -0.091 0.046 0.386 -0.84
C -2.8185 5.1025 -3.8438 0.268 -0.249 0.464 -1.00
O -2.0641 4.1699 -3.0306 0.083 0.363 -0.355 0.66
C -1.1141 3.4641 -3.8422 -0.366 -0.192 0.459 -0.72
H -7.7102 4.4555 0.8037 0.116 -0.090 0.307 0.33
H -5.9700 4.5614 0.6354 0.300 0.231 -0.581 0.24
H -6.7550 2.9936 0.5388 -0.058 -0.230 -0.250 0.30
H -7.0973 3.4110 -2.9618 -0.123 0.293 0.017 0.41
H -6.3377 2.3740 -1.8188 -0.426 -0.130 0.936 0.32
H -4.6922 3.3508 -3.1519 0.133 -0.319 0.188 -0.19
H -4.4570 3.9437 -1.5023 0.187 -0.051 0.291 -0.14
H -5.7071 5.8879 -2.2789 -0.228 0.259 -0.039 0.32
H -3.4284 6.2565 -2.1416 0.210 -0.346 0.485 0.33
H -3.8694 6.8728 -3.6442 -0.645 -0.019 -0.298 0.47
H -2.1083 5.8013 -4.2858 0.142 0.015 -0.205 0.54
H -3.3479 4.5739 -4.6366 0.096 -0.246 -0.281 0.30
H -0.2219 4.0102 -4.1484 -0.327 0.874 -0.400 0.35
H -1.6667 3.0408 -4.6810 0.447 -0.165 -0.258 0.31
H -0.6258 2.6803 -3.2632 -0.687 -0.364 0.297 -0.50
C -0.3811 -3.3894 -6.7325 -0.514 -0.980 0.705 0.24
O -1.3171 -4.1270 -5.9018 0.420 0.536 -0.651 -0.54
C -1.7716 -3.3008 -4.8625 -0.533 0.595 1.225 0.33
C -2.3368 -4.1170 -3.7162 -1.003 -0.256 -0.299 -1.34
N -2.9363 -3.3466 -2.5900 0.859 -0.365 0.171 1.37
C -3.1240 -4.2861 -1.4891 -0.381 0.607 1.017 -0.41
C -3.9727 -3.6201 -0.4003 -0.281 -0.735 1.131 -0.92
O -4.2041 -4.5355 0.7848 1.270 0.491 -1.520 -0.33
C -5.2421 -4.1432 1.6537 -0.866 1.221 -1.050 -0.99
H -0.0372 -4.0244 -7.5489 -0.224 -0.143 0.125 0.39
H 0.4700 -3.1659 -6.0893 0.202 0.410 -0.167 -0.28
H -0.8408 -2.4950 -7.1530 0.011 0.110 0.127 -0.04
H -2.5509 -2.5909 -5.1395 -0.048 0.179 -0.604 0.13
H -0.9707 -2.7251 -4.3986 0.513 0.283 -0.245 -0.11
H -1.5283 -4.7723 -3.3920 -0.175 -0.096 0.482 0.39
H -3.1767 -4.7156 -4.0688 0.281 -0.648 -0.499 0.57
H -3.8617 -3.0333 -2.8459 0.000 0.339 -0.639 -0.92
H -2.1350 -4.4819 -1.0748 -0.058 -0.657 -0.033 -0.03
H -3.6778 -5.1724 -1.7987 0.380 -0.543 -0.045 0.59
H -4.9352 -3.3494 -0.8345 -0.259 0.019 0.163 0.76
H -3.4668 -2.7133 -0.0687 -0.074 0.105 0.300 0.13
H -6.1809 -4.3031 1.1234 -0.352 -0.242 0.206 0.31
H -5.2122 -3.0661 1.8183 0.183 0.175 0.259 0.38
H -5.2847 -4.6264 2.6299 0.582 -0.407 -0.306 0.27
C 1.8874 -5.8034 -1.0971 -1.610 -1.911 0.383 -0.66
O 2.5876 -5.1290 -2.0422 0.625 1.912 -0.152 -0.37
C 1.7696 -4.2830 -2.8436 1.281 -0.281 -1.919 0.39
C 2.7090 -3.2437 -3.4692 0.737 0.543 0.577 0.50
N 3.9467 -3.7581 -4.0673 -0.189 0.721 -0.365 -0.27
C 3.7119 -4.6091 -5.2032 0.906 -0.819 -0.174 -0.27
C 4.9656 -4.9903 -6.0033 0.893 -0.633 1.176 -0.79
O 6.0453 -5.6335 -5.2495 -0.432 0.128 -0.170 -0.40
C 6.9195 -4.7650 -4.5177 -0.702 -0.533 0.081 -0.12
H 1.4403 -6.6872 -1.5520 0.132 -0.755 -0.083 0.43
H 0.9614 -5.3245 -0.7788 0.266 0.769 0.661 0.05
H 2.5205 -6.1491 -0.2799 0.037 0.323 0.089 0.29
H 0.8649 -3.8597 -2.4072 0.330 0.072 0.548 -0.42
H 1.4822 -4.8913 -3.7011 -0.679 -0.271 -0.106 0.64
H 3.1063 -2.5392 -2.7385 -0.588 0.143 0.410 -0.64
H 2.1953 -2.6473 -4.2232 -0.211 -0.067 -0.034 -0.31
H 4.3929 -4.3797 -3.4079 0.047 0.242 0.458 0.28
H 3.0751 -4.1957 -5.9853 -0.498 0.319 0.372 0.23
H 3.2790 -5.4993 -4.7467 -0.324 -0.690 -0.952 0.29
H 5.4233 -4.1641 -6.5475 -0.299 0.309 -0.033 0.42
H 4.6086 -5.7469 -6.7020 0.354 -0.038 -0.179 0.37
H 7.2966 -3.9677 -5.1582 -0.192 0.334 0.211 0.29
H 7.7770 -5.3013 -4.1114 0.003 -0.542 -0.576 0.25
H 6.4062 -4.4474 -3.6101 0.026 0.797 -0.184 -0.17
C -6.8824 -4.7527 -2.9782 -0.378 0.421 0.344 -0.68
O -7.0159 -3.4584 -3.5994 1.150 -1.269 -0.686 -0.37
C -6.3579 -3.4542 -4.9083 -0.618 -0.568 1.056 -0.33
C -6.0199 -2.0666 -5.3307 -0.069 0.752 0.056 -0.92
N -4.9549 -1.5348 -4.5209 1.348 0.212 0.368 0.58
C -4.5271 -0.1837 -4.8578 1.443 -0.046 0.510 -2.33
C -3.5298 0.3703 -3.8141 -0.362 1.223 -0.813 1.39
O -4.2284 0.6452 -2.6362 -1.165 -0.324 0.365 -0.62
C -3.4503 0.9575 -1.5003 0.172 -0.679 -0.853 1.21
H -5.8734 -5.0871 -2.7370 0.620 0.505 -0.386 0.18
H -7.3084 -5.5733 -3.5554 -0.337 0.172 -0.260 0.39
H -7.3630 -4.7147 -2.0006 -0.372 0.171 -0.180 0.27
H -6.9307 -4.0039 -5.6551 -0.647 0.232 0.026 0.56
H -5.4355 -4.0335 -4.8677 0.389 0.078 0.354 0.05
H -6.7877 -1.3032 -5.2048 -1.100 -0.565 -0.641 0.45
H -5.7319 -2.1547 -6.3782 0.181 0.369 -0.103 0.31
H -5.3000 -1.4586 -3.5748 -0.171 -0.153 0.283 0.08
H -5.3226 0.5567 -4.9425 -0.491 0.030 0.180 0.70
H -4.0030 -0.1296 -5.8120 0.048 -0.415 -0.217 0.43
H -3.1813 1.3192 -4.2218 0.067 0.404 -0.259 -0.22
H -2.5824 -0.1419 -3.6461 -0.196 -0.984 0.081 -0.19
H -2.8012 1.8088 -1.7053 -0.018 0.294 0.250 -0.34
H -2.8268 0.0786 -1.3364 0.290 0.038 0.557 -0.90
H -4.1460 1.1109 -0.6753 0.216 0.161 0.004 0.25
```
Forces are in eV/Å.

## Properties
LUMO (alpha / beta) = -2.27 / -7.67 eV
multiplicity = 2
maximum force = 4.0 eV Å⁻¹
HOMO (alpha / beta) = -9.584 / -9.584 eV
expectation value of S² = 0.7568
total charge = +1